Entry 1:
Formula: C41H119N19O14
Source: the Open Molecules 2025 dataset
Level of theory: ωB97M-V with the def2-TZVPD basis set

Summary:
multiplicity = 1
charge = 0

Structure (XYZ):
```
193
Properties=species:S:1:pos:R:3:lowdin_charge:R:1
C -2.2439 -5.9558 5.8706 -0.053
C -0.8375 -5.5090 6.3477 -0.414
C -0.4664 -4.0928 6.0124 -0.219
O -0.6542 -3.8576 4.6077 -0.215
C -0.4428 -2.4636 4.3138 -0.076
N -0.7115 -5.6682 7.8424 0.023
H -2.9608 -5.2745 6.3675 0.087
H -2.4411 -6.9735 6.2044 0.076
H -2.4155 -5.9080 4.8055 0.039
H -0.2111 -6.2345 5.8458 0.131
H 0.5445 -3.8918 6.3560 0.116
H -1.0724 -3.3361 6.5698 0.137
H -0.1383 -2.4146 3.2653 0.076
H 0.4930 -2.2301 4.8524 0.085
H -1.2157 -1.8280 4.6649 0.075
H -1.6205 -5.4299 8.2751 0.075
H -0.4404 -6.6218 8.1116 0.071
C 2.4545 -3.8581 -0.1695 -0.057
C 3.8695 -3.6884 -0.6236 -0.477
C 4.0850 -4.3903 -1.9440 -0.229
O 5.3682 -4.2548 -2.5143 -0.192
C 5.6112 -5.1567 -3.6036 -0.090
N 4.2803 -2.3344 -0.7150 0.056
H 2.2616 -4.8711 0.1617 0.085
H 1.7682 -3.5959 -0.9851 0.078
H 2.3343 -3.2745 0.7403 0.079
H 4.4727 -4.2572 0.1202 0.146
H 3.3090 -4.0513 -2.6479 0.116
H 3.9220 -5.4569 -1.7424 0.130
H 5.3685 -6.2239 -3.3681 0.096
H 6.6889 -5.1041 -3.8234 0.092
H 4.9946 -4.8303 -4.4441 0.084
H 5.2469 -2.2870 -0.9658 0.084
H 4.0459 -1.7392 0.0786 0.076
C -2.9643 -4.3958 1.7480 -0.057
C -2.6510 -5.8754 1.8300 -0.426
C -2.8977 -6.6505 0.4940 -0.203
O -4.2361 -6.7169 0.0596 -0.240
C -4.4898 -7.5077 -1.1265 -0.068
N -1.2828 -6.1901 2.1343 0.039
H -2.8087 -3.8681 2.7010 0.066
H -4.0206 -4.3041 1.5570 0.063
H -2.4180 -3.9289 0.9211 0.069
H -3.2630 -6.2822 2.6368 0.132
H -2.5589 -7.6927 0.6289 0.122
H -2.3237 -6.2100 -0.3346 0.124
H -4.5262 -8.5384 -0.7951 0.080
H -3.6243 -7.4380 -1.7879 0.086
H -5.4399 -7.1172 -1.4916 0.090
H -0.6664 -5.7096 1.4891 0.072
H -1.0644 -5.8790 3.0825 0.050
C -6.3637 1.5303 -2.4903 -0.038
C -4.7902 1.7323 -2.6735 -0.415
C -4.2382 0.5642 -3.3942 -0.269
O -2.8531 0.5825 -3.4008 -0.213
C -2.1719 -0.2775 -4.3275 -0.060
N -4.4505 3.0250 -3.2940 0.076
H -6.8416 1.3383 -3.4569 0.072
H -6.8214 2.4090 -2.0199 0.063
H -6.3867 0.6615 -1.8248 0.054
H -4.4725 1.7007 -1.6160 0.110
H -4.6597 0.7435 -4.3883 0.130
H -4.5951 -0.4013 -3.0405 0.106
H -2.6816 -1.2910 -4.3872 0.105
H -1.1592 -0.4631 -3.9034 0.085
H -2.3074 0.2033 -5.2924 0.068
H -3.4356 3.0817 -3.3525 0.022
H -4.7935 3.1487 -4.2345 0.058
C -1.5560 5.0717 -4.1415 -0.036
C -1.1959 3.5926 -4.5095 -0.430
C -1.8009 3.2280 -5.9268 -0.178
O -3.1733 3.5946 -5.9282 -0.236
C -3.8398 3.3965 -7.1605 -0.109
N 0.1935 3.2373 -4.4563 0.065
H -1.0854 5.2512 -3.1685 0.068
H -2.6106 5.1711 -3.9101 0.058
H -1.2921 5.8375 -4.8589 0.074
H -1.7775 2.9228 -3.8378 0.094
H -1.5987 2.0941 -6.0769 0.134
H -1.2616 3.8872 -6.5988 0.118
H -3.6313 2.3616 -7.5595 0.096
H -3.4452 4.0949 -7.9329 0.089
H -4.9171 3.5723 -7.0347 0.086
H 0.3175 2.2558 -4.5890 0.034
H 0.5901 3.4575 -3.5354 0.052
C 5.0351 1.6281 0.9508 -0.065
C 5.5855 0.4620 1.7802 -0.413
C 7.1352 0.6141 1.9116 -0.219
O 7.7352 -0.3370 2.7366 -0.199
C 7.9508 -1.6036 2.1053 -0.084
N 4.9110 0.4517 3.1082 0.054
H 5.1099 2.5719 1.5337 0.092
H 3.9502 1.4503 0.8614 0.065
H 5.4484 1.6591 -0.0664 0.078
H 5.3942 -0.4299 1.1692 0.101
H 7.2772 1.6005 2.3281 0.120
H 7.7409 0.6393 0.9738 0.135
H 8.4711 -1.5051 1.1555 0.084
H 6.9955 -2.0864 1.8979 0.075
H 8.5242 -2.2190 2.8189 0.098
H 5.5383 -0.0561 3.7196 0.076
H 4.7637 1.4054 3.4098 0.071
C -3.4624 3.5388 5.0254 -0.081
C -3.5023 2.0236 5.1101 -0.399
C -3.4434 1.4431 3.6475 -0.161
O -3.3698 0.0034 3.7052 -0.186
C -3.2038 -0.6354 2.4731 -0.128
N -2.4013 1.6372 6.0229 0.038
H -4.2839 3.9398 4.4137 0.072
H -2.5605 3.9115 4.5299 0.076
H -3.4833 3.9233 6.0328 0.067
H -4.4109 1.6622 5.5880 0.132
H -2.4962 1.7421 3.1400 0.102
H -4.2992 1.7016 3.0481 0.096
H -3.9379 -0.4769 1.7097 0.051
H -3.1086 -1.7379 2.6291 0.073
H -2.2542 -0.4116 1.9000 0.092
H -1.5629 1.5004 5.4554 0.044
H -2.5904 0.7820 6.5328 0.062
C 3.9114 4.6278 -4.5391 -0.064
C 4.4302 3.5658 -3.6876 -0.437
C 5.8254 4.0048 -3.1967 -0.210
O 6.6409 4.3548 -4.2976 -0.208
C 7.7969 5.0769 -3.9963 -0.125
N 3.6388 3.1766 -2.4927 0.047
H 3.9190 5.5937 -4.0851 0.088
H 3.0204 4.2845 -5.0284 0.072
H 4.6795 4.5761 -5.3260 0.091
H 4.5741 2.6515 -4.2983 0.151
H 6.2215 3.0858 -2.6683 0.135
H 5.8017 4.8426 -2.4998 0.124
H 8.3620 5.1460 -4.9374 0.091
H 8.4389 4.4785 -3.2966 0.094
H 7.6648 6.0715 -3.5332 0.091
H 3.7554 3.8941 -1.7622 0.095
H 2.6495 3.2969 -2.6617 0.034
C 0.6241 2.7247 -0.6510 -0.049
C -0.7171 2.0058 -0.5038 -0.357
C -0.5505 0.5586 -0.7450 -0.183
O -0.0233 -0.1462 0.3979 -0.203
C -0.1637 -1.5179 0.0941 -0.110
N -1.2889 2.5199 0.8044 0.077
H 1.3490 2.2434 0.0351 0.087
H 0.5201 3.7364 -0.2984 0.052
H 1.0611 2.5882 -1.6522 0.042
H -1.3898 2.3451 -1.3176 0.142
H 0.2152 0.5524 -1.5239 0.104
H -1.3801 -0.0446 -1.2336 0.130
H 0.4202 -1.8509 -0.7738 0.078
H -1.2085 -1.7339 -0.0865 0.068
H 0.1413 -2.1220 0.9259 0.063
H -2.2709 2.3198 0.7371 0.021
H -0.9610 1.9718 1.6000 0.039
C -4.3233 -2.9638 -0.8913 -0.754
O -3.2362 -3.3771 -1.2017 0.035
N -5.3404 -3.7473 -0.6202 0.170
N -4.6676 -1.6344 -0.8771 0.160
H -5.9989 -3.4755 0.0728 0.104
H -4.9345 -4.6968 -0.6913 0.105
H -3.8469 -1.0156 -0.8043 0.103
H -5.5403 -1.2517 -0.5022 0.108
C 1.4378 5.3450 2.0239 -0.825
O 2.2074 6.2075 1.7769 0.055
N 0.1897 5.3443 1.5938 0.162
N 1.7878 4.3015 2.7349 0.173
H -0.0448 6.0253 0.9193 0.094
H -0.3160 4.4351 1.5471 0.076
H 1.0939 3.6641 3.1253 0.076
H 2.5225 4.5364 3.3874 0.109
C 1.0829 1.1572 3.6836 -0.745
O -0.0202 1.6111 3.6119 0.029
N 1.9224 1.6450 4.6710 0.135
N 1.6795 0.3238 2.8613 0.199
H 1.4010 1.9786 5.4955 0.118
H 2.7636 1.0484 4.7840 0.091
H 2.7086 0.2357 2.9087 0.075
H 1.1333 0.0773 2.0279 0.090
C 2.3150 -0.0963 -3.0940 -0.797
O 1.6606 0.7474 -3.6617 0.014
N 2.1104 -1.3791 -3.3304 0.186
N 3.2194 0.1861 -2.2146 0.193
H 2.8325 -2.0579 -3.3355 0.075
H 1.2978 -1.5282 -3.8934 0.101
H 3.4214 1.1878 -2.2750 0.067
H 3.5391 -0.5458 -1.5617 0.077
C -4.8456 3.2678 0.7191 -0.741
O -4.5335 2.0979 0.7728 0.003
N -3.9701 4.2475 0.6630 0.190
N -6.1162 3.6792 0.6397 0.169
H -2.9793 4.1292 0.7353 0.075
H -4.2815 5.1556 0.3244 0.120
H -6.3472 4.5866 0.9938 0.100
H -6.7922 2.9304 0.7300 0.115
```

=====

Entry 2:
Formula: C12H20Cl6N2O6
Source: the Open Molecules 2025 dataset
Level of theory: ωB97M-V with the def2-TZVPD basis set

Summary:
SMILES = COC(=O)OC.COC(=O)OC.ClC(Cl)Cl.ClC(Cl)Cl.CC#N.CC#N
multiplicity = 1
charge = 0

Structure (XYZ):
```
46
Properties=species:S:1:pos:R:3:lowdin_charge:R:1
C 9.9166 -2.1764 -0.7226 0.009
O 8.6310 -2.8134 -0.4510 0.026
C 7.5512 -2.3781 -0.9568 -0.680
O 7.4438 -1.4645 -1.7507 0.111
O 6.6161 -3.2026 -0.5235 0.007
C 5.2668 -3.0547 -0.9568 -0.039
H 10.0838 -1.4796 0.0988 0.098
H 9.8919 -1.6086 -1.6527 0.089
H 10.6934 -2.9303 -0.8507 0.093
H 4.7489 -3.8324 -0.3954 0.092
H 5.1093 -3.1783 -2.0283 0.098
H 4.7959 -2.1355 -0.6085 0.095
C -2.0945 -0.7411 3.8210 -0.039
O -2.0119 -2.1209 3.7252 0.039
C -0.9587 -2.7260 3.3626 -0.622
O 0.0330 -2.3450 2.8101 0.132
O -1.0964 -4.0667 3.7239 -0.044
C -0.0006 -5.0235 3.5668 -0.030
H -2.1930 -0.2341 2.8611 0.095
H -1.1400 -0.3984 4.2205 0.106
H -2.9953 -0.4226 4.3457 0.101
H 0.9894 -4.5735 3.6410 0.087
H -0.2067 -5.4389 2.5804 0.092
H -0.0289 -5.8202 4.3102 0.085
Cl -1.2065 -0.7575 -2.1710 0.484
C -0.8508 0.9839 -1.8759 -1.571
Cl -2.3648 1.7786 -1.4063 0.491
Cl -0.2685 1.7146 -3.2935 0.566
H -0.0504 1.1007 -1.1453 0.025
Cl -6.3312 4.0862 -4.9723 0.462
C -4.9609 5.2839 -4.7448 -1.486
Cl -5.2069 6.2626 -3.2900 0.502
Cl -4.9021 6.3639 -6.1462 0.504
H -3.9761 4.8216 -4.6786 0.017
C -6.7535 -1.6327 -1.0408 -0.074
C -6.4773 -3.0651 -0.8979 -0.283
N -6.2606 -4.2114 -0.8688 0.117
H -6.1278 -1.1529 -1.7933 0.081
H -6.5810 -1.1636 -0.0721 0.080
H -7.7872 -1.5974 -1.3849 0.081
C -1.7818 7.8805 1.4648 -0.066
C -0.8613 6.8558 0.8871 -0.281
N -0.2272 6.0142 0.5310 0.127
H -2.6457 8.0290 0.8169 0.073
H -1.3117 8.8630 1.4226 0.073
H -2.1115 7.7072 2.4892 0.079
```

=====

Short version: energy above the lowest of the compared OMol25 structures with the same formula, charge and spin = 59.01 40.36 kcal/mol, in the order given.